Entry 1:
The following is a DFT calculation (ωB97M-V/def2-TZVPD) of a cluster of 2 separate species, Br2ClHNP in total.

CARTESIAN COORDINATES (ANGSTROEM)
N -0.929 0.707 -0.793
P -0.161 0.107 0.377
Cl 1.837 -1.825 -1.254
Br -1.365 -1.195 1.741
Br 1.355 1.120 1.671
H -0.736 1.086 -1.742

Forces on atoms 1 to 3 (eV/Å):
0.66 -0.38 0.64
0.37 -0.70 -1.49
-1.15 1.11 1.15

Properties
* LUMO level (alpha / beta): -3.406 / -3.407 eV
* charge: 0
* max |F|: 2.0 eV Å⁻¹
* highest occupied orbital energy (alpha / beta): -0.3446 / -0.3445 Ha
* energy: -6004.8746 Eh
* energy above the lowest of the compared OMol25 structures with the same formula, charge and spin: 191.99 kJ/mol
* M: 241.25 g/mol
* HOMO-LUMO gap (alpha / beta): 5.972 / 5.968 eV



Entry 2:
The following is a DFT calculation (ωB97M-V/def2-TZVPD) of a structure of composition C32H25F9N8O2S2SbW.

CARTESIAN COORDINATES (ANGSTROEM)
W 0.796 0.390 1.671
C 2.771 0.330 5.768
C 2.426 0.649 4.434
N 1.445 0.059 3.857
N 0.730 -0.787 4.554
C -0.201 -1.462 3.917
N -0.977 -2.170 4.791
S -0.482 -1.676 2.204
C 3.220 1.706 3.752
C 4.533 1.783 3.901
C 5.330 2.572 3.044
C 4.766 3.515 2.212
C 3.271 3.829 2.241
N 2.654 2.568 2.809
H 1.929 0.675 6.384
H 3.701 0.752 6.145
H 2.724 -0.737 5.976
H -1.028 -1.890 5.771
H -1.814 -2.572 4.415
H 5.006 1.097 4.600
H 6.414 2.377 2.997
H 5.338 3.975 1.438
H 3.071 4.781 2.671
C 3.895 -1.871 0.572
C 3.527 -0.437 0.805
O 3.940 0.584 0.306
O 2.612 -0.310 1.821
H 3.085 -2.323 0.027
H 3.894 -2.447 1.498
H 4.769 -2.039 -0.014
S -0.333 1.407 -5.044
C -1.646 2.347 -5.514
N -2.525 2.985 -5.946
F 1.462 4.253 -5.238
C 1.732 5.215 -4.353
F 2.765 5.853 -4.921
F 0.713 6.070 -4.280
C 1.958 4.646 -2.964
C 2.404 5.503 -1.989
C 2.668 5.099 -0.670
C 2.360 3.790 -0.335
C 1.856 2.902 -1.313
C 1.794 3.296 -2.584
C 2.511 3.348 0.980
C 2.005 2.223 1.697
H 2.557 6.566 -2.239
H 2.931 5.802 0.125
H 1.605 1.891 -1.127
H 1.404 2.598 -3.292
F -0.458 1.300 0.563
Sb -2.256 2.318 4.823
F 1.124 -0.526 0.024
F -1.518 0.700 5.543
F -0.355 1.527 2.916
F -3.691 1.493 3.987
F -3.238 2.632 6.414
N -3.429 -4.792 -2.873
C -4.433 -5.694 -2.528
C -4.488 -7.022 -2.104
C -5.684 -7.666 -1.989
C -6.907 -7.028 -2.295
C -6.875 -5.711 -2.680
C -5.608 -5.013 -2.787
N -5.351 -3.725 -3.166
C -4.049 -3.603 -3.160
C -3.275 -2.352 -3.256
C -1.903 -2.323 -2.976
C -1.198 -1.194 -3.212
N -1.737 -0.088 -3.750
C -3.045 -0.104 -3.978
C -3.863 -1.227 -3.819
H -2.435 -4.945 -2.755
H -3.618 -7.606 -1.798
H -5.748 -8.633 -1.614
H -7.850 -7.542 -2.158
H -7.789 -5.130 -2.812
H -1.389 -3.168 -2.559
H -0.145 -1.147 -2.977
H -3.398 0.812 -4.427
H -4.956 -1.258 -4.152

Forces on atoms 1 to 3 (eV/Å):
-0.80 0.20 1.41
-0.02 -0.74 3.05
-0.07 1.01 -2.14

Properties
* LUMO level (alpha / beta): -1.069 / -2.527 eV
* charge: 0
* max |F|: 3.4 eV Å⁻¹
* highest occupied orbital energy (alpha / beta): -0.3036 / -0.3051 Ha
* energy: -3825.5308 Eh
* energy above the lowest of the compared OMol25 structures with the same formula, charge and spin: 26.25 kJ/mol
* spin multiplicity: 4
* M: 1094.32 g/mol
* HOMO-LUMO gap (alpha / beta): 7.192 / 5.775 eV



Entry 3:
The following is a DFT calculation (ωB97M-V/def2-TZVPD) of a cluster of 9 separate species, C28H60O16S7 in total.

CARTESIAN COORDINATES (ANGSTROEM)
O 0.338 -0.264 6.634
S 0.002 -1.100 5.517
O -1.290 -1.055 4.837
C 1.191 -0.935 4.237
C 1.770 -2.395 4.082
C 1.790 -2.996 5.515
C 0.320 -2.770 6.001
H 1.886 -0.200 4.588
H 0.625 -0.649 3.369
H 1.052 -3.037 3.521
H 2.711 -2.254 3.617
H 2.527 -2.433 6.101
H 2.183 -3.986 5.482
H 0.278 -2.718 7.086
H -0.383 -3.475 5.583
O -5.486 1.195 -4.257
S -6.280 0.434 -3.366
O -7.381 1.000 -2.666
C -6.769 -0.977 -4.312
C -6.137 -2.225 -3.590
C -4.821 -1.739 -2.970
C -5.201 -0.483 -2.249
H -6.583 -0.927 -5.369
H -7.867 -0.959 -4.211
H -6.791 -2.529 -2.785
H -5.998 -3.082 -4.277
H -4.148 -1.597 -3.854
H -4.313 -2.427 -2.297
H -4.411 0.178 -1.940
H -5.763 -0.783 -1.354
O 0.162 2.418 -4.063
S 0.512 1.894 -5.359
O 1.016 2.781 -6.371
C 1.715 0.643 -5.096
C 0.910 -0.531 -4.540
C -0.636 -0.380 -4.973
C -0.765 0.826 -5.962
H 2.452 1.138 -4.455
H 2.127 0.434 -6.076
H 1.258 -1.431 -5.028
H 1.029 -0.708 -3.479
H -1.189 -0.240 -4.056
H -0.967 -1.218 -5.563
H -1.776 1.249 -6.018
H -0.395 0.497 -6.939
O -2.776 -5.466 2.229
S -2.503 -4.113 1.869
O -1.175 -3.628 1.625
C -3.563 -3.595 0.618
C -4.807 -2.957 1.320
C -4.240 -2.219 2.541
C -3.198 -3.163 3.175
H -3.808 -4.452 0.006
H -2.992 -2.867 -0.022
H -5.368 -2.290 0.661
H -5.490 -3.720 1.671
H -4.959 -1.860 3.279
H -3.744 -1.309 2.277
H -3.653 -3.826 3.912
H -2.424 -2.589 3.645
O 3.764 4.448 -3.444
S 3.495 4.108 -2.081
O 3.218 2.743 -1.669
C 4.932 4.445 -1.116
C 4.545 5.511 -0.038
C 3.052 5.366 0.134
C 2.449 5.260 -1.294
H 5.727 4.738 -1.811
H 5.248 3.474 -0.725
H 5.095 5.275 0.849
H 4.784 6.530 -0.365
H 2.652 6.180 0.716
H 2.891 4.453 0.708
H 2.481 6.239 -1.794
H 1.423 4.868 -1.299
O -1.665 -1.143 -1.736
S -1.513 -0.278 -0.536
O -2.712 -0.023 0.240
C -0.159 -0.890 0.287
C 1.046 -0.041 -0.226
C 0.501 1.436 -0.380
C -0.863 1.305 -1.034
H -0.082 -1.975 0.194
H -0.278 -0.621 1.388
H 1.830 -0.118 0.548
H 1.422 -0.468 -1.136
H 1.139 2.096 -0.952
H 0.375 1.767 0.619
H -0.835 1.204 -2.111
H -1.610 2.009 -0.710
O 6.185 1.216 0.623
S 6.244 1.444 2.050
O 7.359 2.083 2.696
C 4.783 2.165 2.632
C 3.997 1.021 3.272
C 5.011 0.164 3.922
C 5.974 -0.120 2.725
H 4.318 2.628 1.756
H 5.037 2.950 3.357
H 3.193 1.562 3.801
H 3.506 0.403 2.490
H 4.471 -0.688 4.339
H 5.435 0.753 4.747
H 5.531 -0.713 1.901
H 6.951 -0.516 2.968
O -1.076 -3.113 -3.741
H -1.490 -2.429 -3.199
H -1.308 -3.952 -3.363
O -1.017 1.057 2.726
H -1.561 0.831 3.505
H -1.696 1.228 2.063

Forces on atoms 1 to 3 (eV/Å):
-0.23 0.41 0.12
-1.22 -0.35 -0.92
0.10 0.38 0.88

Properties
* LUMO level: 0.157 eV
* SMILES: O=S1(=O)CCCC1.O=S1(=O)CCCC1.O=S1(=O)CCCC1.O=S1(=O)CCCC1.O=S1(=O)CCCC1.O=S1(=O)CCCC1.O=S1(=O)CCCC1.O.O
* charge: 0
* max |F|: 3.3 eV Å⁻¹
* highest occupied orbital energy: -0.3680 Ha
* energy: -5093.9101 Eh
* M: 877.24 g/mol
* HOMO-LUMO gap: 10.171 eV



Entry 4:
The following is a DFT calculation (ωB97M-V/def2-TZVPD) of a structure of composition C21H24ClFN2O5S2Zn.

CARTESIAN COORDINATES (ANGSTROEM)
C 2.586 0.391 3.576
C 2.961 1.145 2.216
N 3.475 0.178 1.212
C 4.061 0.829 0.006
C 3.156 1.948 -0.668
C 2.540 -0.834 0.885
S 0.889 -0.601 0.789
S 3.215 -2.518 0.585
C 1.787 -3.653 0.464
C 1.111 -3.698 -0.983
C -0.456 -3.510 -0.916
C -0.912 -2.088 -1.307
C -0.220 -1.259 -2.363
C -0.620 0.093 -2.707
Cl 0.235 1.066 -3.946
C -1.781 0.717 -1.981
C -2.239 2.181 -2.303
C -1.218 3.139 -1.496
C -0.805 4.394 -2.357
O -1.531 5.340 -2.356
O 0.389 4.321 -3.049
C -2.487 -0.089 -0.958
C -2.064 -1.452 -0.608
C -3.000 -1.981 0.529
O -3.104 -3.079 1.003
N -3.740 -0.803 0.917
C -3.439 -0.254 2.267
C -4.552 0.706 2.828
O -4.383 1.881 2.792
F -5.742 0.260 3.350
C -3.744 0.252 -0.068
O -4.505 1.147 -0.238
H 1.489 0.160 3.630
H 2.809 1.118 4.411
H 3.195 -0.548 3.684
H 2.028 1.691 1.903
H 3.755 1.899 2.448
H 5.042 1.293 0.303
H 4.302 0.071 -0.790
H 3.749 2.905 -0.683
H 2.134 2.061 -0.226
H 2.999 1.685 -1.760
H 1.007 -3.483 1.287
H 2.192 -4.698 0.645
H 1.300 -4.693 -1.484
H 1.646 -2.939 -1.608
H -0.943 -4.249 -1.612
H -0.762 -3.659 0.169
H 0.668 -1.677 -2.906
H -2.126 2.332 -3.407
H -3.275 2.359 -1.923
H -0.283 2.514 -1.344
H -1.588 3.393 -0.468
H 0.945 3.595 -2.706
H -3.289 -1.068 3.038
H -2.501 0.357 2.184
Zn -0.355 -4.593 2.101

Forces on atoms 1 to 3 (eV/Å):
0.21 0.74 -0.30
-0.80 -0.10 1.74
-1.55 -0.74 -0.68

Properties
* LUMO level: -11.767 eV
* charge: +2
* max |F|: 2.7 eV Å⁻¹
* highest occupied orbital energy: -0.5443 Ha
* energy: -4435.2038 Eh
* M: 568.41 g/mol
* HOMO-LUMO gap: 3.043 eV



Entry 5:
The following is a DFT calculation (ωB97M-V/def2-TZVPD) of a structure of composition C37H36AsCl3GdN2O7PS2.

CARTESIAN COORDINATES (ANGSTROEM)
Gd 0.377 0.157 0.004
Cl -1.876 -3.241 0.988
C -2.407 -3.661 -0.608
C -3.585 -4.375 -0.728
C -4.009 -4.776 -1.984
C -3.254 -4.467 -3.100
C -2.075 -3.747 -2.969
C -1.617 -3.322 -1.722
P -0.118 -2.237 -1.540
C 0.574 -2.444 -3.222
C 0.506 -1.341 -4.066
C 0.944 -1.432 -5.380
C 1.452 -2.628 -5.859
C 1.532 -3.730 -5.017
C 1.093 -3.639 -3.707
C 0.905 -3.294 -0.404
C 1.648 -2.641 0.769
C 2.475 -3.667 1.598
C 2.139 -5.111 1.495
C 1.370 -5.553 0.507
C 0.768 -4.624 -0.448
H -4.163 -4.620 0.153
H -4.929 -5.337 -2.087
H -3.583 -4.786 -4.080
H -1.502 -3.506 -3.853
H 0.117 -0.403 -3.688
H 0.894 -0.565 -6.027
H 1.791 -2.703 -6.885
H 1.951 -4.661 -5.376
H 1.189 -4.497 -3.057
H 0.904 -2.078 1.364
H 2.541 -3.351 2.640
H 2.587 -5.785 2.216
H 1.146 -6.606 0.393
H 0.120 -5.063 -1.196
Cl 0.559 0.161 2.813
C 0.198 1.880 3.157
Cl -0.476 2.642 1.716
H 1.168 2.328 3.361
H -0.525 1.912 3.963
O 4.519 1.768 0.318
As 3.036 1.191 1.056
O 2.989 1.967 2.505
O 1.741 1.673 0.096
C 3.398 -0.714 1.359
C 4.421 -0.803 2.220
C 5.241 -2.003 2.367
C 4.988 -3.098 1.653
C 3.752 -3.199 0.834
C 2.998 -1.883 0.498
S 3.156 -1.311 -1.216
O 3.212 -2.491 -2.036
O 4.272 -0.417 -1.283
O 1.831 -0.586 -1.337
H 4.563 2.709 0.535
H 4.712 0.089 2.763
H 6.111 -1.938 3.006
H 5.650 -3.955 1.686
H 3.890 -3.782 -0.077
C -4.206 4.557 0.006
C -4.494 3.547 -1.102
N -3.280 2.989 -1.708
C -2.857 3.545 -2.991
C -2.007 4.803 -2.844
C -2.566 2.061 -1.050
S -1.088 1.534 -1.785
N -3.108 1.682 0.114
C -2.637 0.775 0.953
O -1.625 0.040 0.792
C -3.398 0.648 2.232
C -4.555 1.390 2.461
C -5.236 1.271 3.661
C -4.767 0.414 4.649
C -3.614 -0.327 4.428
C -2.937 -0.214 3.223
H -5.144 4.894 0.450
H -3.676 5.428 -0.377
H -3.600 4.092 0.782
H -5.061 4.017 -1.904
H -5.082 2.725 -0.701
H -3.758 3.759 -3.566
H -2.292 2.785 -3.524
H -2.572 5.612 -2.383
H -1.669 5.140 -3.825
H -1.130 4.590 -2.233
H -4.905 2.058 1.688
H -6.136 1.847 3.828
H -5.302 0.319 5.585
H -3.242 -0.997 5.192
H -2.047 -0.798 3.041

Forces on atoms 1 to 3 (eV/Å):
-1.99 0.14 -0.31
-0.12 0.20 0.30
0.28 0.01 -0.48

Properties
* LUMO level (alpha / beta): -0.689 / -0.160 eV
* charge: 0
* max |F|: 2.8 eV Å⁻¹
* highest occupied orbital energy (alpha / beta): -0.3084 / -0.3093 Ha
* energy: -7587.5058 Eh
* energy above the lowest of the compared OMol25 structures with the same formula, charge and spin: 26.22 kJ/mol
* spin multiplicity: 8
* M: 1054.34 g/mol
* HOMO-LUMO gap (alpha / beta): 7.703 / 8.257 eV



Entry 6:
The following is a DFT calculation (ωB97M-V/def2-TZVPD) of a cluster of 6 separate species, C34H43N5O2S in total.

CARTESIAN COORDINATES (ANGSTROEM)
O 5.202 -0.960 0.215
C 5.089 -0.648 -0.942
C 3.719 -0.220 -1.565
C 2.826 0.616 -0.799
C 1.573 1.024 -1.460
C 1.300 0.586 -2.815
C 2.194 -0.297 -3.585
C 3.424 -0.693 -2.930
C 4.521 -1.587 -3.596
O 4.279 -2.576 -4.238
C 5.983 -1.104 -3.315
C 6.965 -1.121 -4.388
C 8.299 -0.610 -4.052
S 9.552 -0.579 -5.372
C 8.587 -0.118 -2.707
C 7.599 -0.119 -1.626
C 6.278 -0.618 -1.956
H 3.063 0.957 0.235
H 0.861 1.692 -0.913
H 0.354 0.924 -3.293
H 1.946 -0.629 -4.621
H 6.676 -1.509 -5.387
H 9.346 0.651 -5.953
H 9.598 0.280 -2.482
H 7.814 0.263 -0.602
C 4.141 5.299 -0.646
C 4.146 5.526 -2.153
C 3.722 4.284 -2.942
C 4.658 3.162 -2.672
N 5.377 2.292 -2.462
H 4.857 4.527 -0.353
H 4.421 6.215 -0.123
H 3.149 4.998 -0.299
H 5.148 5.837 -2.463
H 3.467 6.347 -2.392
H 3.727 4.498 -4.013
H 2.711 3.980 -2.662
C -1.301 -3.558 1.067
C -0.401 -3.640 -0.161
C 0.235 -2.295 -0.523
C -0.822 -1.297 -0.827
N -1.639 -0.524 -1.061
H -2.147 -2.887 0.902
H -1.709 -4.542 1.306
H -0.744 -3.202 1.938
H -0.987 -4.011 -1.006
H 0.391 -4.369 0.026
H 0.879 -2.405 -1.398
H 0.847 -1.925 0.303
C -4.116 -2.441 6.150
C -4.112 -2.216 4.642
C -4.576 -3.446 3.857
C -3.665 -4.589 4.134
N -2.958 -5.469 4.345
H -3.423 -3.233 6.442
H -3.807 -1.532 6.670
H -5.115 -2.710 6.503
H -3.102 -1.937 4.327
H -4.764 -1.378 4.407
H -4.568 -3.234 2.786
H -5.590 -3.723 4.138
C -1.420 4.828 2.393
C -2.262 3.941 1.483
C -1.418 2.996 0.623
C -0.512 3.780 -0.257
N 0.189 4.385 -0.937
H -0.766 5.488 1.819
H -2.062 5.462 3.007
H -0.798 4.226 3.062
H -2.878 4.575 0.840
H -2.945 3.348 2.096
H -2.065 2.374 0.001
H -0.819 2.336 1.254
C -9.538 -1.469 1.089
C -8.411 -2.379 0.611
C -7.868 -3.286 1.718
C -7.318 -2.465 2.827
N -6.894 -1.829 3.683
H -9.198 -0.782 1.866
H -9.913 -0.863 0.262
H -10.372 -2.053 1.487
H -7.603 -1.762 0.209
H -8.779 -3.000 -0.209
H -7.075 -3.926 1.325
H -8.659 -3.929 2.110

Forces on atoms 1 to 3 (eV/Å):
0.10 0.31 -0.22
-0.12 0.52 -1.43
-0.40 -0.01 -0.40

Properties
* LUMO level: -0.448 eV
* SMILES: O=C1c2ccccc2C(=O)c2cc(S)ccc21.CCCC#N.CCCC#N.CCCC#N.CCCC#N.CCCC#N
* charge: 0
* max |F|: 2.9 eV Å⁻¹
* highest occupied orbital energy: -0.3352 Ha
* energy: -2143.7261 Eh
* M: 585.82 g/mol
* HOMO-LUMO gap: 8.673 eV



Entry 7:
The following is a DFT calculation (ωB97M-V/def2-TZVPD) of a cluster of 2 separate species, C2H2F2O in total.

CARTESIAN COORDINATES (ANGSTROEM)
C -0.801 -0.012 0.014
C 0.624 -0.307 -0.053
O 0.026 -0.612 1.071
F 1.462 -1.028 -0.697
F 1.393 1.376 0.002
H -1.160 1.060 0.133
H -1.544 -0.478 -0.469

Forces on atoms 1 to 3 (eV/Å):
1.04 4.09 1.15
0.20 -0.09 0.29
-1.73 -1.51 0.87

Properties
* LUMO level (alpha / beta): 0.944 / -4.420 eV
* charge: 0
* max |F|: 4.4 eV Å⁻¹
* highest occupied orbital energy (alpha / beta): -0.2344 / -0.4443 Ha
* energy: -352.0596 Eh
* energy above the lowest of the compared OMol25 structures with the same formula, charge and spin: 328.47 kJ/mol
* spin multiplicity: 3
* M: 80.03 g/mol
* HOMO-LUMO gap (alpha / beta): 7.323 / 7.668 eV



Entry 8:
The following is a DFT calculation (ωB97M-V/def2-TZVPD) of a cluster of 2 separate species, C5H15NS in total.

CARTESIAN COORDINATES (ANGSTROEM)
C -2.548 -0.876 1.568
C -1.908 0.093 0.587
C -1.001 1.099 1.294
N -1.100 -0.668 -0.397
H -3.189 -1.581 1.035
H -1.778 -1.426 2.109
H -3.167 -0.329 2.278
H -2.684 0.643 0.045
H -0.119 0.580 1.672
H -1.535 1.589 2.106
H -0.654 1.881 0.615
H -1.666 -1.380 -0.839
H -0.777 -0.045 -1.130
C 3.473 0.381 -1.589
C 2.010 0.093 -1.281
S 1.824 -1.132 0.057
H 3.962 -0.514 -1.972
H 3.996 0.686 -0.683
H 3.556 1.177 -2.331
H 1.511 -0.291 -2.175
H 1.506 1.023 -0.995
H 0.289 -1.003 0.024

Forces on atoms 1 to 3 (eV/Å):
0.03 0.13 -0.29
0.17 0.25 -0.07
-0.01 -0.15 -0.22

Properties
* LUMO level: 0.712 eV
* SMILES: CC(C)N.CCS
* charge: 0
* max |F|: 1.7 eV Å⁻¹
* highest occupied orbital energy: -0.2863 Ha
* energy: -652.4202 Eh
* energy above the lowest of the compared OMol25 structures with the same formula, charge and spin: 32.16 kJ/mol
* M: 121.25 g/mol
* HOMO-LUMO gap: 8.502 eV